A molecular structure, C39H45N5O4PPtSSe, computed with ωB97M-V/def2-TZVPD.

The geometry in XYZ format:
```
97
C39H45N5O4PPtSSe, DFT ωB97M-V/def2-TZVPD
Pt -0.5100 -0.6362 0.5643
N 1.7734 -2.6011 1.4911
P 1.3946 -2.0800 -0.1102
C 3.0626 -1.3307 -0.5113
C 3.1137 -0.1324 -1.2175
C 4.3306 0.4679 -1.5337
C 5.5180 -0.1338 -1.1516
C 5.4839 -1.3538 -0.4755
C 4.2684 -1.9493 -0.1720
C 1.6406 -3.5274 -1.2026
C 1.7196 -4.8429 -0.7667
C 1.9187 -5.8667 -1.6858
C 2.0257 -5.5879 -3.0415
C 1.9362 -4.2723 -3.4826
C 1.7461 -3.2478 -2.5668
C 1.0525 -2.3027 2.6246
C 1.4177 -2.8932 3.8454
C 0.7163 -2.5818 4.9769
C -0.3323 -1.6601 4.9053
C -0.6161 -1.0990 3.6903
N 0.0550 -1.4098 2.5632
H 2.3317 -3.4332 1.5900
H 2.1822 0.3398 -1.5228
H 4.3454 1.4047 -2.0803
H 6.4672 0.3365 -1.3798
H 6.4078 -1.8466 -0.1944
H 4.2718 -2.9186 0.3175
H 1.5823 -5.0869 0.2840
H 1.9704 -6.8911 -1.3363
H 2.1631 -6.3932 -3.7530
H 2.0064 -4.0436 -4.5396
H 1.6699 -2.2196 -2.9115
H 2.2355 -3.6028 3.8645
H 0.9777 -3.0543 5.9178
H -0.9265 -1.4065 5.7712
H -1.4162 -0.3841 3.5646
C -3.4551 -0.8826 -3.1735
C -2.8830 0.3951 -2.6123
C -3.4342 1.6354 -2.9318
C -2.8646 2.8008 -2.4230
C -3.4733 4.1481 -2.7365
C -1.7555 2.7369 -1.5904
C -1.1794 1.5009 -1.2205
C -1.7675 0.3498 -1.7973
N -0.1343 1.2764 -0.3603
C 0.6044 2.3661 0.3076
C 1.3218 3.2404 -0.7364
C 2.1778 4.3189 -0.0535
C 1.2891 5.2068 0.8282
C 0.6118 4.3444 1.9030
C 1.6744 3.6712 2.7753
C 2.5610 2.7971 1.8865
C 3.2471 3.6556 0.8194
C 1.6925 1.7378 1.2001
C -0.2538 3.2684 1.2254
H -4.4606 -0.7241 -3.5628
H -3.4978 -1.6596 -2.4067
H -2.8311 -1.2579 -3.9889
H -4.3013 1.6906 -3.5833
H -4.3814 4.0413 -3.3324
H -2.7747 4.7798 -3.2935
H -3.7322 4.6791 -1.8158
H -1.3595 3.6668 -1.2081
H -1.3101 -0.6186 -1.5911
H 0.5956 3.7199 -1.3961
H 1.9524 2.5967 -1.3607
H 2.6603 4.9303 -0.8213
H 0.5266 5.7029 0.2155
H 1.8967 5.9884 1.3000
H -0.0282 4.9738 2.5278
H 1.1803 3.0451 3.5271
H 2.2745 4.4203 3.3059
H 3.3225 2.3051 2.4977
H 3.8977 3.0252 0.2014
H 3.8754 4.4205 1.2921
H 1.2068 1.1154 1.9535
H 2.3177 1.0887 0.5915
H -1.0469 3.7556 0.6585
H -0.7411 2.6427 1.9760
C -5.1717 1.2928 -0.3624
N -4.8593 -0.0945 -0.0673
C -5.5072 -1.2061 -0.5797
C -4.8091 -2.2778 -0.1298
N -3.7438 -1.8510 0.6410
C -3.7893 -0.5256 0.6606
S -2.6914 0.5644 1.4787
H -6.2194 1.3653 -0.6507
H -4.5421 1.6671 -1.1726
H -4.9911 1.8994 0.5215
H -6.3856 -1.1201 -1.2013
H -4.9872 -3.3296 -0.2981
H -2.7737 -2.9131 1.7801
O -2.3286 -3.6690 2.3041
Se -1.3143 -4.4925 1.1648
O -2.2401 -5.5128 0.3149
O -0.7124 -3.2585 0.2167
O -0.1385 -5.1934 2.0481
```

Computed properties:
- spin multiplicity = 3
- energy relative to the best compared isomer or geometry (same formula, charge and spin) (kcal per mole) = 21.7
- charge = -1
- DFT total energy (eV) = -145532.4773
- HOMO level (spin up / spin down) (eV) = -3.767 / -4.407